Record 1
The following is a DFT calculation (ωB97M-V with the def2-TZVPD basis set) of the molecule C24H35N5O5.

Output
* relative energy (zero: lowest compared OMol25 entry of this formula, charge and spin): 0.0000 eV
* max |F|: 0.013 Eh/bohr
* frontier orbital gap: 8.65 eV
* M: 473.574 g/mol
* LUMO energy: 0.4412 eV

Last column: Löwdin charge in e.
Element x y z (Å)
C: -3.732 -2.478 2.514  -0.0374
H: -2.673 -2.292 2.672  0.0801
H: -3.862 -3.451 2.048  0.0875
H: -4.243 -2.491 3.473  0.0860
C: -4.336 -1.404 1.625  -0.2679
N: -3.596 -1.332 0.376  0.1300
C: -3.548 -0.237 -0.392  -0.4063
O: -4.213 0.764 -0.168  0.0334
C: -2.575 -0.401 -1.575  -0.1805
N: -1.212 -0.457 -1.077  0.1508
C: -0.657 -1.560 -0.576  -0.4315
O: -1.242 -2.626 -0.448  0.0498
C: 0.821 -1.417 -0.186  -0.1827
N: 1.050 -0.334 0.760  0.1573
C: 1.115 0.984 0.461  -0.5452
O: 0.698 1.484 -0.566  0.0515
O: 1.661 1.644 1.486  0.0462
C: 1.744 3.093 1.482  -0.5648
C: 2.386 3.426 2.829  -0.0207
H: 2.510 4.501 2.925  0.0895
H: 3.359 2.947 2.907  0.0873
H: 1.759 3.067 3.640  0.0883
C: 0.348 3.706 1.387  -0.0119
H: -0.102 3.484 0.424  0.0757
H: 0.415 4.784 1.503  0.0919
H: -0.289 3.307 2.173  0.0950
C: 2.635 3.566 0.333  -0.0199
H: 3.609 3.085 0.397  0.0835
H: 2.767 4.642 0.393  0.0909
H: 2.178 3.321 -0.621  0.0766
H: 1.484 -0.584 1.634  0.1601
H: 1.096 -2.340 0.331  0.1500
C: 1.691 -1.275 -1.454  -0.0742
C: 3.114 -1.025 -1.085  -0.1783
C: 3.792 0.151 -1.218  -0.0459
N: 5.060 0.024 -0.719  0.0882
C: 5.227 -1.248 -0.250  -0.2103
C: 6.328 -1.855 0.341  -0.0234
C: 6.201 -3.173 0.721  -0.0986
C: 5.011 -3.877 0.515  -0.0987
C: 3.917 -3.282 -0.070  -0.0271
C: 4.013 -1.945 -0.460  -0.1273
H: 3.006 -3.838 -0.233  0.1090
H: 4.956 -4.911 0.823  0.0984
H: 7.037 -3.677 1.183  0.0988
H: 7.249 -1.311 0.494  0.1067
H: 5.766 0.740 -0.729  0.1554
H: 3.458 1.076 -1.646  0.1248
H: 1.596 -2.197 -2.032  0.1349
H: 1.326 -0.443 -2.057  0.1163
H: -0.664 0.401 -1.091  0.0962
C: -2.697 0.670 -2.671  -0.3563
C: -4.092 0.619 -3.290  -0.0609
H: -4.325 -0.384 -3.642  0.0809
H: -4.153 1.303 -4.133  0.0789
H: -4.836 0.913 -2.554  0.0762
C: -2.387 2.079 -2.167  -0.0522
H: -2.513 2.790 -2.981  0.0820
H: -3.068 2.345 -1.365  0.0749
H: -1.365 2.162 -1.806  0.0560
H: -1.963 0.406 -3.444  0.1412
H: -2.794 -1.384 -2.017  0.1604
H: -3.003 -2.125 0.141  0.1128
H: -4.283 -0.417 2.104  0.1531
C: -5.826 -1.698 1.337  -0.5111
O: -6.367 -2.741 1.625  0.0605
N: -6.448 -0.659 0.753  0.1812
H: -5.914 0.147 0.450  0.0712
H: -7.407 -0.764 0.464  0.1136

Record 2
The following is a DFT calculation (ωB97M-V with the def2-TZVPD basis set) of the molecule C24H35N5O7S in a non-equilibrium geometry.

Output
* max |F|: 0.021 Eh/bohr
* frontier orbital gap: 8.89 eV
* M: 537.639 g/mol
* LUMO energy: 0.5416 eV

Last column: Löwdin charge in e.
Element x y z (Å)
C: 4.294 1.635 2.812  -0.0930
C: 3.188 0.684 2.373  -0.2214
C: 3.736 -0.379 1.419  -0.1400
N: 2.705 -1.309 0.978  0.0720
C: 2.002 -1.105 -0.177  -0.2173
C: 1.093 -2.040 -0.610  -0.1198
C: 0.821 -3.224 0.161  -0.3973
O: 0.012 -4.088 -0.120  0.0742
N: 1.555 -3.298 1.335  0.2332
C: 2.511 -2.426 1.777  -0.4624
O: 3.142 -2.616 2.790  0.0948
H: 1.415 -4.125 1.904  0.1746
N: 0.401 -1.897 -1.848  0.0109
C: -0.946 -1.697 -1.886  -0.4038
O: -1.599 -1.784 -2.908  0.0785
C: -1.477 -1.159 -0.588  -0.0310
C: -0.906 0.059 -0.228  -0.0340
C: -1.192 0.683 0.962  -0.2660
C: -2.100 0.115 1.841  -0.0474
C: -2.729 -1.051 1.476  0.0325
C: -2.444 -1.715 0.265  -0.1994
O: -3.152 -2.833 0.088  -0.0391
C: -2.943 -3.671 -1.036  -0.0437
H: -1.917 -4.045 -1.048  0.0759
H: -3.633 -4.502 -0.900  0.0993
H: -3.164 -3.152 -1.970  0.0900
H: -3.457 -1.514 2.123  0.1255
H: -2.293 0.586 2.791  0.1212
S: -0.287 2.178 1.337  0.6867
O: -0.054 2.214 2.750  -0.2716
O: 0.870 2.190 0.470  -0.3177
N: -1.200 3.495 0.948  -0.2387
C: -2.269 3.841 1.849  -0.1940
H: -2.004 3.384 2.803  0.1081
C: -3.669 3.403 1.408  -0.1681
H: -3.675 2.339 1.165  0.1049
C: -4.187 4.225 0.226  -0.2017
C: -3.773 3.699 -1.152  -0.1959
C: -2.367 3.097 -1.228  -0.1675
H: -2.387 2.069 -0.864  0.0911
C: -1.296 3.865 -0.443  -0.1802
H: -1.475 4.942 -0.502  0.1351
H: -0.310 3.656 -0.860  0.1088
H: -2.071 3.059 -2.278  0.1158
H: -4.479 2.929 -1.472  0.1105
H: -3.850 4.523 -1.866  0.1077
H: -5.278 4.256 0.259  0.1074
H: -3.838 5.253 0.346  0.1052
H: -4.335 3.552 2.261  0.1145
H: -2.263 4.930 1.983  0.1309
H: -0.216 0.547 -0.897  0.1143
C: 1.082 -2.365 -3.045  -0.0885
H: 0.331 -2.401 -3.838  0.1277
C: 1.698 -3.759 -2.869  -0.1836
H: 2.003 -4.130 -3.859  0.1266
O: 2.786 -3.813 -1.976  -0.1923
C: 3.971 -3.211 -2.436  -0.1011
H: 3.902 -2.117 -2.449  0.0764
H: 4.752 -3.505 -1.738  0.0925
H: 4.230 -3.565 -3.441  0.0912
H: 0.951 -4.435 -2.446  0.1277
H: 1.862 -1.648 -3.322  0.1189
N: 2.305 0.016 -0.907  0.1850
H: 2.369 0.877 -0.376  0.0817
H: 1.714 0.123 -1.720  0.1019
H: 4.197 0.074 0.540  0.1246
H: 4.484 -0.976 1.947  0.1293
H: 2.386 1.251 1.900  0.0672
H: 2.769 0.183 3.247  0.1197
H: 4.721 2.151 1.954  0.0735
H: 5.088 1.092 3.320  0.0753
H: 3.891 2.379 3.493  0.0738

Record 3
The following is a DFT calculation (ωB97M-V with the def2-TZVPD basis set) of a structure of composition C24H35N7O3 in a non-equilibrium geometry.

Output
* relative energy (zero: lowest compared OMol25 entry of this formula, charge and spin): 25.7977 eV
* max |F|: 0.348 Eh/bohr
* frontier orbital gap: 6.78 eV
* M: 469.590 g/mol
* LUMO energy: -1.1232 eV

Last column: Löwdin charge in e.
Element x y z (Å)
C: -3.907 -4.365 -1.063  -0.1129
H: -4.753 -3.876 -0.915  0.0223
O: -3.196 -4.774 0.000  -0.1670
C: -2.858 -3.900 0.883  -0.3034
C: -1.509 -3.496 0.356  0.0498
N: -1.370 -2.098 1.109  -0.0191
C: -0.406 -1.254 0.963  -0.3389
N: -0.580 -0.020 1.378  0.1038
N: -1.740 -0.233 2.064  0.0133
N: -2.111 -1.458 1.904  0.0000
C: 0.759 -1.177 -0.126  -0.1112
N: 1.166 -0.134 -1.001  -0.1957
C: 1.815 0.661 -0.183  -0.2506
C: 2.816 1.803 -0.789  -0.0886
H: 3.140 2.475 -0.275  -0.0053
C: 3.894 0.842 -1.213  -0.2088
N: 4.720 0.085 -0.192  -0.1350
C: 5.330 -1.026 -0.556  -0.3347
C: 6.076 -1.517 0.543  -0.2621
O: 6.847 -0.714 1.371  -0.0669
C: 6.190 0.436 1.522  -0.3426
C: 5.517 1.235 0.550  -0.0888
H: 5.115 2.160 0.775  0.1071
H: 6.385 1.473 -0.125  0.1383
H: 6.997 1.235 1.840  0.1684
H: 5.519 0.255 2.329  0.1204
H: 6.548 -2.703 0.338  0.2043
H: 5.197 -1.734 1.267  0.1373
H: 4.564 -1.690 -0.977  0.1535
H: 6.208 -0.812 -1.295  0.1575
H: 3.563 0.192 -2.015  0.0961
H: 4.601 1.471 -2.086  0.1668
H: 2.355 2.251 -1.655  0.1113
H: 2.307 0.246 0.734  0.1362
H: 0.960 1.394 0.365  0.1400
C: 0.388 0.376 -1.917  -0.2195
C: -0.966 0.637 -1.613  -0.0120
C: -1.211 1.902 -0.707  0.0934
C: -2.436 2.301 -0.296  -0.2447
C: -3.527 1.399 -0.077  -0.0775
C: -4.521 1.451 0.687  -0.2566
C: -4.917 2.864 1.287  0.0933
C: -3.910 3.739 0.930  -0.0215
C: -2.678 3.397 0.264  -0.2031
C: -1.692 4.669 0.047  0.0275
H: -1.196 4.746 -0.937  0.0744
H: -0.588 4.192 0.666  0.1727
H: -1.806 5.381 0.617  -0.0621
H: -3.965 4.849 1.224  0.1348
H: -5.815 3.083 1.641  0.0541
C: -5.601 0.499 0.671  -0.0574
H: -6.447 0.877 1.233  0.0736
H: -5.812 0.142 -0.337  0.0838
H: -5.130 -0.466 1.375  0.1671
N: -3.074 -0.027 -0.620  0.1866
C: -2.004 -0.271 -1.159  -0.3833
O: -2.001 -1.568 -1.893  -0.1948
H: -4.003 -0.649 -0.604  0.1990
H: -0.404 2.720 -1.060  0.1525
H: 0.971 0.953 -2.238  0.0093
H: 0.260 -0.765 -2.693  0.2340
H: 0.561 -2.158 -0.763  0.1402
H: 1.718 -1.749 0.368  0.1662
H: -1.642 -3.262 -0.477  -0.0405
H: -0.719 -4.106 0.878  0.1739
H: -3.592 -3.113 0.989  0.1061
H: -2.856 -4.429 1.955  0.1763
H: -3.254 -3.540 -1.556  0.1076
H: -4.290 -5.307 -1.709  0.1523

Record 4
The following is a DFT calculation (ωB97M-V with the def2-TZVPD basis set) of a structure of composition C24H35N9S2SeTeTi.

Output
* relative energy (zero: lowest compared OMol25 entry of this formula, charge and spin): 0.0000 eV
* max |F|: 0.011 Eh/bohr
* charge: +2
* frontier orbital gap (spin up / spin down): 6.22 / 6.22 eV
* M: 768.168 g/mol
* LUMO energy (spin up / spin down): -6.9216 / -6.9213 eV

Last column: Löwdin charge in e.
Element x y z (Å)
Ti: 0.806 0.438 -0.340  0.5326
N: -0.506 -1.289 -0.247  -0.0138
C: -0.876 -1.909 -1.539  -0.1669
C: 0.301 -1.805 -2.495  -0.1459
N: 0.874 -0.434 -2.482  -0.1385
C: 0.289 0.508 -3.463  -0.1611
C: -0.992 1.104 -2.908  -0.1816
N: -0.739 1.544 -1.518  -0.0410
H: -1.343 -0.982 0.260  0.0813
H: -0.020 -1.968 0.341  0.0734
H: -1.167 -2.951 -1.411  0.1399
H: -1.742 -1.377 -1.923  0.0851
H: 1.081 -2.491 -2.169  0.1045
H: 0.001 -2.091 -3.506  0.1410
H: 1.865 -0.519 -2.683  0.0799
H: 1.020 1.298 -3.642  0.1288
H: 0.096 0.012 -4.417  0.1365
H: -1.334 1.929 -3.532  0.1370
H: -1.789 0.364 -2.900  0.1003
H: -0.394 2.501 -1.501  0.0564
H: -1.602 1.543 -0.972  0.0640
C: 0.315 5.457 3.120  0.0227
C: 1.277 4.731 2.261  -0.2893
N: 2.566 4.732 2.380  0.1687
N: 3.006 3.916 1.390  0.0648
C: 2.031 3.411 0.645  -0.6637
S: 2.300 2.392 -0.713  0.6159
N: 0.909 3.926 1.191  -0.0707
N: -0.373 3.704 0.693  0.1459
H: 0.876 6.065 3.825  0.1026
H: -0.311 4.758 3.677  0.0922
H: -0.329 6.111 2.532  0.0938
H: 3.994 3.741 1.276  0.1780
H: -0.863 3.060 1.310  0.0654
H: -0.876 4.586 0.688  0.1210
S: -5.372 1.213 -0.885  1.1210
C: -3.964 0.241 -0.746  -0.4750
N: -3.151 0.496 0.234  0.0148
C: -3.661 1.544 0.998  -0.3171
C: -3.098 2.057 2.170  -0.0489
C: -3.728 3.104 2.809  -0.0645
C: -4.916 3.652 2.306  -0.0570
C: -5.500 3.144 1.165  -0.0622
C: -4.864 2.084 0.521  -0.4598
H: -3.798 -0.556 -1.459  0.0718
H: -2.221 1.588 2.598  0.0409
H: -3.320 3.488 3.736  0.1113
H: -5.394 4.467 2.832  0.1178
H: -6.431 3.547 0.790  0.1217
C: 1.677 -6.857 -0.823  -0.0304
C: 2.036 -5.419 -0.585  -0.2441
C: 2.873 -4.728 -1.457  -0.0019
C: 3.225 -3.399 -1.250  -0.3413
C: 4.155 -2.742 -2.237  -0.0839
C: 2.704 -2.731 -0.128  -0.4952
Te: 3.188 -0.666 0.120  1.1096
C: 1.912 -3.421 0.801  -0.3335
C: 1.453 -2.832 2.116  -0.0860
C: 1.575 -4.747 0.540  -0.0060
H: 2.048 -7.207 -1.784  0.0824
H: 0.596 -7.003 -0.797  0.0878
H: 2.107 -7.489 -0.045  0.0956
H: 3.273 -5.244 -2.322  0.1252
H: 4.492 -3.460 -2.981  0.0876
H: 5.036 -2.334 -1.739  0.0746
H: 3.687 -1.909 -2.768  0.0544
H: 1.552 -1.749 2.154  -0.0088
H: 2.063 -3.236 2.926  0.1058
H: 0.421 -3.105 2.348  0.0899
H: 0.959 -5.278 1.259  0.1327
Se: -0.320 0.149 4.248  0.8494
C: 0.049 0.526 2.623  -0.9212
N: 0.307 0.796 1.482  -0.1168